[1]
Formula: C28H74Br2Cl4N6O6
Source: the OMol25 dataset
Level of theory: ωB97M-V/def2-TZVPD

strongest force on any atom: 3.182 eV/Å
SMILES: COC[C@H](C)N.COC[C@H](C)N.COC[C@H](C)N.COC[C@H](C)N.COC[C@H](C)N.COC[C@H](C)N.BrCCBr.ClCCl.ClCCl
energy: -241631.193 eV
HOMO level: -8.77 eV
orbital gap: 8.95 eV
LUMO level: 0.175 eV
energy above the lowest of the compared OMol25 structures with the same formula, charge and spin: 217.9 kJ/mol

Last column: Mulliken charge in e.
Geometry (Å):
C (-5.24102, 6.16672, -4.13091)  -0.80
O (-3.84299, 6.04896, -4.00452)  -0.35
C (-3.50220, 4.75224, -3.44686)  -0.49
C (-1.93772, 4.49972, -3.38143)  0.17
C (-1.63475, 3.07894, -2.80732)  -1.14
N (-1.30369, 5.45048, -2.44513)  -0.57
H (-5.50185, 7.21708, -4.26054)  0.29
H (-5.82277, 5.86821, -3.25881)  0.32
H (-5.57641, 5.56208, -4.97354)  0.31
H (-3.87243, 4.55405, -2.44100)  0.10
H (-3.88710, 3.95178, -4.07870)  0.42
H (-1.52021, 4.76387, -4.35304)  0.50
H (-2.19733, 2.84017, -1.90477)  0.04
H (-0.64258, 2.89263, -2.39625)  0.25
H (-1.83445, 2.26513, -3.50441)  0.62
H (-1.64705, 6.38113, -2.63511)  0.29
H (-1.64008, 5.24012, -1.51632)  -0.09
C (-1.42921, -2.67495, 7.25831)  -0.93
O (-1.04839, -2.24100, 5.97925)  -0.18
C (-0.24791, -3.21867, 5.29798)  -1.26
C (-0.01986, -2.80019, 3.80097)  0.89
C (-1.31420, -2.76410, 3.14860)  -1.09
N (0.82432, -3.82719, 3.11080)  -0.45
H (-0.62360, -3.00704, 7.91314)  0.34
H (-2.20280, -3.44237, 7.28518)  0.35
H (-1.90797, -1.85678, 7.79636)  0.26
H (0.67199, -3.39528, 5.85537)  0.46
H (-0.84216, -4.13128, 5.34386)  0.40
H (0.45052, -1.81692, 3.80481)  0.03
H (-1.90434, -3.67985, 3.18367)  0.51
H (-1.16991, -2.45062, 2.11467)  -0.20
H (-2.04256, -2.13238, 3.65705)  0.38
H (0.12163, -4.40496, 2.67204)  0.36
H (1.31583, -4.37988, 3.79859)  0.25
C (-3.66239, 5.76879, 0.48838)  -0.88
O (-2.59895, 4.92792, 0.15096)  -0.19
C (-1.77335, 4.62558, 1.23369)  -0.98
C (-0.41680, 4.05377, 0.70417)  1.74
C (0.48193, 3.68741, 1.80228)  -1.47
N (0.34993, 4.91930, -0.21976)  -0.76
H (-3.34976, 6.68700, 0.98562)  0.34
H (-4.37909, 5.20896, 1.08924)  0.29
H (-4.12190, 5.94864, -0.48353)  0.22
H (-1.63528, 5.50835, 1.85799)  0.44
H (-2.24016, 3.83394, 1.81978)  0.29
H (-0.57162, 3.11563, 0.17123)  -0.51
H (0.01370, 3.04432, 2.54745)  0.26
H (0.81776, 4.59705, 2.30016)  0.46
H (1.36953, 3.20270, 1.39568)  0.05
H (1.12615, 4.40422, -0.60997)  0.36
H (-0.17473, 5.04262, -1.07394)  0.42
C (3.21755, -8.39789, 0.23692)  -0.76
O (2.91960, -7.14142, -0.39586)  -0.31
C (1.82540, -6.46556, 0.18528)  -0.86
C (1.45149, -5.19439, -0.55894)  0.62
C (2.55360, -4.24457, -0.57468)  -1.14
N (0.24506, -4.56094, -0.08838)  -0.63
H (3.39667, -8.24355, 1.30096)  0.32
H (4.14211, -8.79211, -0.18482)  0.26
H (2.44652, -9.16609, 0.17786)  0.30
H (0.94452, -7.10728, 0.20373)  0.41
H (2.07545, -6.19926, 1.21225)  0.29
H (1.28475, -5.44829, -1.60576)  0.41
H (2.83276, -3.86786, 0.40932)  0.23
H (2.42397, -3.34261, -1.17281)  0.09
H (3.47643, -4.73651, -0.88207)  0.56
H (0.44812, -4.24012, 0.84754)  -0.08
H (0.13076, -3.72415, -0.64230)  0.28
C (-5.04995, 1.75918, 0.58800)  -0.60
O (-5.09388, 0.62125, -0.29383)  -0.36
C (-4.23084, -0.48526, -0.03439)  -0.83
C (-2.85606, -0.18547, -0.71709)  1.50
C (-3.01483, 0.05834, -2.26220)  -1.52
N (-1.95038, -1.34994, -0.44431)  -0.38
H (-5.83628, 2.47041, 0.33517)  0.29
H (-4.06386, 2.17705, 0.79075)  0.12
H (-5.37924, 1.45959, 1.58294)  0.38
H (-4.17291, -0.77466, 1.01489)  0.39
H (-4.70406, -1.32596, -0.54173)  0.33
H (-2.33677, 0.59054, -0.15473)  -0.29
H (-2.01099, 0.13363, -2.68020)  0.31
H (-3.55932, 0.94769, -2.57951)  0.27
H (-3.40497, -0.85426, -2.71281)  0.46
H (-1.98938, -1.49912, 0.55385)  -0.04
H (-1.00415, -1.24777, -0.78241)  -0.07
C (3.61199, -1.19173, -2.63486)  -0.52
O (3.53667, -1.39849, -4.03506)  -0.25
C (4.81959, -1.31753, -4.60972)  -0.78
C (4.55769, -1.41796, -6.18203)  0.31
C (3.74027, -0.34111, -6.76998)  -1.35
N (3.81845, -2.69630, -6.54043)  -0.81
H (2.56803, -1.18926, -2.32145)  -0.04
H (3.97201, -0.16638, -2.55035)  0.41
H (4.16459, -1.91574, -2.03607)  0.27
H (5.17427, -0.31427, -4.37357)  0.36
H (5.52484, -2.11560, -4.37774)  0.33
H (5.51908, -1.47062, -6.69297)  0.45
H (3.91644, -0.41531, -7.84309)  0.39
H (4.20520, 0.58445, -6.43047)  0.33
H (2.67929, -0.23200, -6.54520)  0.27
H (4.31265, -3.39370, -6.00236)  0.28
H (2.96311, -2.60844, -6.01054)  0.33
Br (3.39333, 1.76551, 2.67806)  -0.04
C (4.90348, 0.67969, 3.34350)  -0.59
C (5.78211, 1.45743, 4.29244)  -0.58
Br (7.24077, 0.30725, 5.03010)  -0.18
H (5.42138, 0.22360, 2.49978)  0.40
H (4.31376, -0.11492, 3.80057)  0.35
H (5.23833, 1.76812, 5.18456)  0.36
H (6.19361, 2.37091, 3.86312)  0.38
Cl (1.15450, -1.42131, 0.79819)  0.05
C (1.28274, 0.25721, 0.39112)  0.03
Cl (0.59738, 0.52150, -1.19306)  -0.19
H (0.82018, 0.89933, 1.14066)  -0.39
H (2.34130, 0.51153, 0.33738)  0.41
Cl (-2.20565, 1.97405, 5.47656)  -0.18
C (-1.89054, 0.41810, 4.67572)  -0.34
Cl (-1.32753, 0.70601, 2.97538)  0.06
H (-1.04162, 0.05495, 5.25501)  0.12
H (-2.72044, -0.28733, 4.63423)  0.35



[2]
Formula: C38H28F9N3O2S
Source: the OMol25 dataset
Level of theory: ωB97M-V/def2-TZVPD

strongest force on any atom: 3.949 eV/Å
SMILES: N#Cc1ccc([C@@H](C(c2ccc(N(CC(F)(F)F)c3ccccc3)cc2)c2ccc(N(CC(F)(F)F)c3ccccc3)cc2)S(=O)(=O)C(F)(F)F)cc1
energy: -83715.814 eV
HOMO level: -7.79 eV
orbital gap: 7.57 eV
LUMO level: -0.221 eV

Last column: Mulliken charge in e.
Geometry (Å):
N (-2.55915, -5.93041, 6.38607)  -0.54
C (-2.47171, -4.99151, 5.67815)  -0.11
C (-2.37623, -3.80434, 4.87860)  0.50
C (-1.27947, -2.94041, 4.97578)  -0.71
C (-1.15747, -1.84590, 4.10672)  0.12
C (-2.15652, -1.58608, 3.14407)  -0.28
C (-2.00496, -0.38247, 2.26970)  -0.88
C (-1.20850, -0.32385, 0.65842)  0.44
C (-1.13417, 0.98856, -0.06983)  0.16
C (-2.28655, 1.49962, -0.66808)  -0.66
C (-2.25000, 2.59347, -1.50342)  -0.90
C (-1.08655, 3.37722, -1.58510)  1.55
N (-1.08348, 4.52629, -2.35422)  0.39
C (-0.11149, 5.60436, -2.11532)  -1.11
C (-0.62054, 6.39866, -0.93911)  1.03
F (0.15924, 7.46324, -0.62928)  -0.29
F (-0.70659, 5.58091, 0.16964)  -0.25
F (-1.89671, 6.85324, -1.19248)  -0.25
C (-1.85314, 4.65401, -3.53700)  -0.43
C (-1.21864, 4.62552, -4.79517)  -0.09
C (-1.95629, 4.92584, -5.94111)  -0.76
C (-3.28757, 5.33971, -5.82130)  -0.34
C (-3.89935, 5.41138, -4.57425)  -0.95
C (-3.20014, 5.04176, -3.42349)  0.09
C (0.04421, 2.96540, -0.85680)  -0.74
C (0.03527, 1.79220, -0.12677)  -0.94
C (0.02079, -1.17673, 0.52504)  -0.33
C (0.26109, -2.20783, 1.42901)  -0.69
C (1.37170, -3.01325, 1.38895)  -1.17
C (2.30227, -2.86081, 0.35390)  1.66
N (3.40464, -3.67019, 0.26906)  0.35
C (3.84314, -4.45168, 1.43100)  -1.05
C (4.65632, -3.53670, 2.29472)  1.02
F (5.10770, -4.13146, 3.43027)  -0.29
F (5.74438, -3.07298, 1.58540)  -0.25
F (3.91181, -2.42912, 2.65046)  -0.25
C (4.13036, -3.89568, -0.92333)  -0.46
C (5.06131, -2.93261, -1.35086)  0.19
C (5.93993, -3.25212, -2.37915)  -0.93
C (5.84374, -4.48795, -3.02612)  -0.35
C (4.88973, -5.43428, -2.62154)  -0.74
C (4.06494, -5.16200, -1.53985)  -0.20
C (2.07980, -1.84817, -0.57437)  -1.10
C (1.01305, -0.98768, -0.45587)  -0.94
S (-3.59287, 0.50019, 2.52245)  1.12
O (-4.27720, 0.17795, 3.76118)  -0.63
O (-4.23799, 0.35536, 1.23049)  -0.66
C (-3.04182, 2.25597, 2.83750)  0.61
F (-4.08105, 3.04969, 2.54477)  -0.22
F (-1.98882, 2.56658, 2.04112)  -0.11
F (-2.64291, 2.46964, 4.11641)  -0.24
C (-3.28807, -2.42185, 3.08214)  -0.17
C (-3.41762, -3.47313, 4.00323)  -0.87
H (-0.47874, -3.18482, 5.67741)  0.46
H (-0.24991, -1.23023, 4.13672)  0.44
H (-1.24675, 0.29451, 2.61185)  0.89
H (-2.17034, -0.88349, 0.44936)  0.55
H (-3.24158, 1.01546, -0.50017)  0.45
H (-3.13870, 2.92744, -2.03100)  0.48
H (-0.07678, 6.23599, -3.00763)  0.48
H (0.86775, 5.19082, -1.85647)  0.33
H (-0.15536, 4.37354, -4.83637)  0.42
H (-1.47273, 4.84911, -6.90675)  0.39
H (-3.83697, 5.63759, -6.71433)  0.38
H (-4.92422, 5.75841, -4.45740)  0.36
H (-3.63665, 5.10031, -2.42514)  0.45
H (0.94423, 3.59646, -0.87646)  0.14
H (0.96783, 1.54719, 0.38111)  0.67
H (-0.41313, -2.46904, 2.23099)  0.69
H (1.50493, -3.76836, 2.14865)  0.26
H (2.96980, -4.80456, 2.00056)  0.30
H (4.46414, -5.27800, 1.06361)  0.46
H (5.08966, -1.97092, -0.82523)  0.46
H (6.69435, -2.51187, -2.66565)  0.35
H (6.52542, -4.72391, -3.83442)  0.40
H (4.78325, -6.39202, -3.13249)  0.38
H (3.34626, -5.88933, -1.14369)  0.42
H (2.78890, -1.71737, -1.38605)  0.60
H (0.97398, -0.15871, -1.15547)  0.55
H (-4.06235, -2.24213, 2.33091)  0.48
H (-4.32810, -4.06764, 3.96312)  0.43



[3]
Formula: C21H25B2F4N4O4PPd
Source: the OMol25 dataset
Level of theory: ωB97M-V/def2-TZVPD

strongest force on any atom: 0.592 eV/Å
energy: -61314.517 eV
total charge: +2
HOMO level: -14.11 eV
orbital gap: 5.02 eV
LUMO level: -9.092 eV
energy above the lowest of the compared OMol25 structures with the same formula, charge and spin: 46.8 kJ/mol

Last column: Mulliken charge in e.
Geometry (Å):
Pd (0.70561, -1.65727, -1.25215)  0.91
C (2.19763, -0.27585, -4.98817)  -1.49
C (1.39742, -0.62997, -3.79123)  0.67
N (1.76524, -1.48717, -2.91083)  0.04
O (2.94269, -2.09179, -3.02652)  -0.46
B (2.92754, -3.47978, -2.50587)  0.87
F (4.05613, -4.10306, -2.81365)  -0.29
F (1.72883, -4.08894, -2.70395)  -0.36
O (3.00717, -3.32851, -0.87696)  -0.34
N (2.03120, -2.82892, -0.28951)  0.31
C (1.97430, -2.98603, 1.04161)  0.40
C (3.02329, -3.71213, 1.81365)  -1.58
C (0.85133, -2.36332, 1.60005)  0.54
N (-0.15323, -1.88476, 0.74688)  -0.13
O (-1.44205, 0.03161, 0.31964)  0.62
B (-2.56973, -0.82352, -1.36033)  0.48
F (-2.27084, -2.08780, -1.03878)  -0.30
F (-3.73987, -0.32386, -1.08918)  -0.15
O (-1.77830, -0.10575, -2.24557)  -0.31
N (-0.50574, -0.53648, -2.46032)  0.02
C (0.03885, -0.07811, -3.53107)  0.38
C (-0.60881, 0.84504, -4.49137)  -1.57
C (0.73253, -2.18765, 3.05959)  -1.56
H (2.93840, -1.04355, -5.19183)  0.43
H (2.72035, 0.66722, -4.80398)  0.35
H (1.55556, -0.13982, -5.85629)  0.44
H (3.78119, -4.11576, 1.14992)  0.38
H (2.58272, -4.53597, 2.37609)  0.45
H (3.50777, -3.03306, 2.51677)  0.41
H (-1.48317, 1.31839, -4.05877)  0.38
H (-0.91263, 0.28785, -5.38223)  0.41
H (0.10963, 1.60145, -4.80817)  0.45
H (1.34491, -2.91148, 3.59087)  0.50
H (-0.30247, -2.24615, 3.39326)  0.41
H (1.11059, -1.18999, 3.33035)  0.30
C (-1.06078, -0.80449, 1.32673)  -1.00
P (-0.85484, 1.69220, 0.13084)  -0.09
C (0.16654, 1.83802, 1.62902)  -0.41
C (1.46759, 1.32106, 1.56199)  0.14
C (2.33095, 1.42011, 2.63978)  -0.90
C (1.91284, 2.07276, 3.79595)  -0.43
C (0.64144, 2.62234, 3.86264)  -0.85
C (-0.23158, 2.50318, 2.78792)  0.04
C (-2.39627, 2.53306, 0.54039)  0.67
C (-3.31090, 2.07142, 1.48924)  0.28
C (-4.47613, 2.77486, 1.73211)  -0.88
C (-4.73516, 3.95122, 1.03467)  -0.50
C (-3.83290, 4.41967, 0.09387)  -0.71
C (-2.67041, 3.70498, -0.16280)  -0.70
H (-1.91738, -1.29641, 1.79223)  0.26
H (-0.47409, -0.28234, 2.07982)  0.62
H (-0.72429, -2.65526, 0.37970)  0.55
H (1.82102, 0.87557, 0.63390)  0.46
H (3.33777, 1.02847, 2.57247)  0.49
H (2.58972, 2.17315, 4.63394)  0.44
H (0.32723, 3.15199, 4.75180)  0.45
H (-1.22028, 2.93635, 2.85268)  0.45
H (-3.11348, 1.16176, 2.04432)  0.31
H (-5.18413, 2.41425, 2.46595)  0.44
H (-5.64879, 4.49820, 1.22476)  0.42
H (-4.03733, 5.33317, -0.44747)  0.43
H (-1.97035, 4.06561, -0.90838)  0.40



[4]
Formula: C5H8N2
Source: the OMol25 dataset
Level of theory: ωB97M-V/def2-TZVPD

strongest force on any atom: 4.270 eV/Å
SMILES: Cc1cn(C)cn1
energy: -8293.150 eV
HOMO level: -8.66 eV
orbital gap: 9.59 eV
LUMO level: 0.927 eV
energy above the lowest of the compared OMol25 structures with the same formula, charge and spin: 178.2 kJ/mol

Last column: Mulliken charge in e.
Geometry (Å):
C (-1.09430, 0.17327, 2.23958)  -1.10
C (-0.21332, 0.18415, 1.04107)  0.69
C (-0.58782, -0.06973, -0.23992)  -0.71
N (0.50565, 0.24256, -1.03812)  0.12
C (0.51748, -0.66024, -2.19583)  -0.78
C (1.49005, 0.57600, -0.18221)  -0.12
N (1.09006, 0.61451, 1.07349)  -0.66
H (-0.50664, 0.32803, 3.14511)  0.31
H (-1.80634, 0.99793, 2.13877)  0.28
H (-1.66898, -0.75522, 2.32245)  0.31
H (-1.56904, -0.05037, -0.68703)  0.38
H (-0.13267, -0.23636, -2.97953)  0.20
H (1.53018, -0.69721, -2.66863)  0.27
H (-0.05686, -1.40898, -1.45446)  0.43
H (2.50255, 0.76166, -0.51474)  0.40



[5]
Formula: C5H14NO3
Source: the OMol25 dataset
Level of theory: ωB97M-V/def2-TZVPD

strongest force on any atom: 5.836 eV/Å
energy: -13036.789 eV
total charge: +1
HOMO level: -13.72 eV
orbital gap: 10.70 eV
LUMO level: -3.020 eV
energy above the lowest of the compared OMol25 structures with the same formula, charge and spin: 230.2 kJ/mol

Last column: Mulliken charge in e.
Geometry (Å):
C (1.09459, -2.45642, 1.29627)  -0.86
C (2.87630, -1.01389, 0.39127)  -0.86
C (-1.98587, 3.86059, -0.59152)  -0.64
C (-2.60573, -0.03185, -1.65930)  -0.57
C (-1.38754, 1.61636, -0.50935)  0.87
N (1.56803, -1.05319, 1.10770)  -0.06
O (-0.54788, 0.78451, -0.17871)  -0.71
O (-1.20974, 2.84110, -0.09224)  -0.29
O (-2.50170, 1.30157, -1.14148)  -0.33
H (0.81028, -2.93766, 0.29770)  0.34
H (1.86441, -3.01977, 1.67043)  0.44
H (0.22273, -2.40285, 2.05842)  0.31
H (3.25999, 0.09864, 0.31633)  0.32
H (3.43079, -1.79463, 0.90187)  0.40
H (2.72830, -1.41917, -0.63668)  0.34
H (-1.77629, 4.08194, -1.77217)  0.26
H (-1.69221, 4.74929, -0.11565)  0.28
H (-3.08211, 3.56483, -0.71792)  0.28
H (-2.96706, -0.11384, -2.69024)  0.26
H (-3.47021, -0.53178, -1.12782)  0.24
H (-1.57512, -0.52003, -1.57862)  0.25
H (1.99272, -0.66380, 2.01484)  0.42
H (0.86706, -0.45090, 0.65440)  0.31



[6]
Formula: C5H9NOS
Source: the OMol25 dataset
Level of theory: ωB97M-V/def2-TZVPD

strongest force on any atom: 6.505 eV/Å
energy: -19699.066 eV
HOMO level: -8.08 eV
orbital gap: 8.84 eV
LUMO level: 0.762 eV
energy above the lowest of the compared OMol25 structures with the same formula, charge and spin: 505.4 kJ/mol

Last column: Mulliken charge in e.
Geometry (Å):
C (-0.07412, 0.73472, 1.35641)  -0.66
C (-0.73172, 0.63878, -0.06723)  -0.09
C (-1.91259, -0.42666, -0.09984)  -1.29
C (0.41611, 0.00236, -1.07266)  -0.03
C (2.16068, -0.86756, -0.03357)  -0.09
H (-1.07100, 0.88264, 2.10158)  0.33
H (0.83143, -0.24340, 1.36534)  0.11
H (0.51768, 1.90362, 1.14737)  0.19
H (-1.13989, 1.50931, -0.51892)  0.49
H (-1.69434, -1.44900, 0.35721)  0.27
H (-2.68401, 0.04900, 0.58493)  0.34
H (-2.42484, -0.50386, -1.07424)  0.41
H (-0.30459, -0.44675, -1.98848)  0.29
H (2.45461, -1.65227, 0.56554)  0.49
N (2.91230, -0.06956, -0.76945)  -0.42
O (0.84540, -1.00752, -0.33682)  -0.30
S (1.89889, 0.94616, -1.51717)  -0.05